No. 1
{
  "formula": "C4H6BrCl",
  "method": "ωB97M-V/def2-TZVPD",
  "symbols": ["H", "H", "C", "Cl", "Br", "C", "H", "C", "H", "C", "H", "H"],
  "xyz": [[1.406, -1.068, -1.546], [-0.362, 0.388, 2.530], [0.322, 0.284, 0.519], [2.054, 0.135, 0.651], [-2.191, -0.138, -0.660], [-0.296, 1.031, 1.651], [0.319, 1.890, 1.910], [-0.286, -0.272, -0.523], [-0.069, -2.045, -1.677], [0.325, -1.028, -1.651], [0.076, -0.551, -2.599], [-1.296, 1.373, 1.396]],
  "forces_ev_per_angstrom": [[0.0, 0.0, 0.0], [0.0, 0.0, 0.1], [-0.2, 0.0, -0.2], [0.1, 0.0, 0.1], [0.1, 0.0, 0.0], [0.0, 0.1, 0.0], [0.0, 0.0, 0.0], [-0.1, 0.1, 0.1], [0.0, 0.0, 0.0], [0.0, 0.0, 0.0], [0.0, 0.0, 0.0], [0.0, 0.0, 0.0]],
  "total_energy_ev": -86810.0010,
  "homo_lumo_gap_ha": 0.364,
  "smiles": "C/C(Cl)=C(/C)Br",
  "e_lumo_ev": 0.813
}

No. 2
{
  "formula": "C7H12S",
  "method": "ωB97M-V/def2-TZVPD",
  "symbols": ["C", "H", "H", "S", "H", "C", "H", "C", "C", "C", "H", "H", "H", "H", "H", "H", "H", "H", "C", "C"],
  "xyz": [[0.774, 1.463, -0.351], [1.723, 1.779, 0.225], [-2.921, -0.817, -0.181], [1.189, 0.521, -1.728], [-1.248, -0.185, -1.538], [0.305, -1.900, 1.589], [1.958, -0.459, 1.031], [0.858, -0.583, 1.339], [-1.460, 0.435, 0.907], [-0.110, 0.264, 0.328], [1.005, 0.084, 2.293], [-0.783, -1.441, 1.664], [0.628, -2.342, 2.831], [-0.103, -1.606, -1.104], [-3.415, 0.323, 0.964], [0.065, 2.227, -0.437], [0.301, -2.605, 0.732], [-1.526, 1.172, 1.717], [-2.605, 0.032, 0.493], [-0.213, -0.455, -1.062]],
  "forces_ev_per_angstrom": [[0.4, -0.5, 4.2], [-1.8, -0.2, -0.6], [1.2, 1.1, 0.1], [-0.2, -1.4, -1.9], [2.1, -0.5, 0.5], [-2.5, -0.7, 3.9], [-1.5, -0.7, -0.4], [2.8, 4.6, -0.1], [2.4, 3.1, 1.0], [2.9, -2.0, -0.7], [-1.1, -1.3, -1.3], [1.4, -2.5, 0.5], [-1.0, 1.0, -4.3], [-0.1, 1.9, 0.1], [-3.9, 1.7, 2.5], [-0.6, 1.7, -0.8], [0.4, 0.2, 1.0], [0.2, -0.1, 0.0], [-0.1, -4.1, -3.1], [-1.3, -1.1, -0.7]],
  "total_energy_ev": -18284.6538,
  "homo_lumo_gap_ha": 0.343,
  "e_lumo_ev": 0.893
}

No. 3
{
  "formula": "C2H2Cl2S2",
  "method": "ωB97M-V/def2-TZVPD",
  "symbols": ["H", "Cl", "S", "C", "S", "C", "Cl", "H"],
  "xyz": [[-1.023, -1.431, 1.921], [-1.201, 0.677, -1.781], [0.644, 0.732, 1.868], [0.016, -0.022, 0.554], [-1.079, -1.400, 0.620], [0.317, 0.510, -0.795], [1.499, -0.521, -1.690], [0.828, 1.456, -0.697]],
  "forces_ev_per_angstrom": [[0.0, -0.2, 1.1], [0.8, 0.1, 0.4], [-0.3, -0.4, -0.7], [-0.3, -0.2, 1.5], [0.4, 0.5, -1.0], [0.1, -0.1, -1.4], [-0.4, 0.1, 0.4], [-0.3, 0.3, -0.1]],
  "total_energy_ev": -48821.1394,
  "homo_lumo_gap_ha": 0.305,
  "smiles": "S=C(S)C(Cl)Cl",
  "e_lumo_ev": -1.133
}

No. 4
{
  "formula": "CH3Br2P",
  "method": "ωB97M-V/def2-TZVPD",
  "symbols": ["H", "Br", "H", "Br", "C", "P", "H"],
  "xyz": [[0.649, -0.938, 0.942], [1.403, 1.952, 0.808], [-0.349, 1.793, -1.555], [-1.710, -1.825, 0.240], [0.015, -0.756, 0.125], [-0.515, 1.034, 0.213], [0.507, -1.260, -0.771]],
  "forces_ev_per_angstrom": [[0.4, -0.4, 1.4], [0.4, 0.0, 0.2], [-0.4, -1.8, 3.0], [1.0, 0.6, 0.2], [-0.9, -0.9, -2.7], [0.0, 1.1, -3.1], [-0.6, 1.3, 1.0]],
  "total_energy_ev": -150457.9282,
  "homo_lumo_gap_ha": 0.343,
  "e_lumo_ev": -0.190
}

No. 5
{
  "formula": "C5H6O",
  "method": "ωB97M-V/def2-TZVPD",
  "symbols": ["H", "H", "H", "C", "H", "C", "C", "H", "C", "H", "C", "O"],
  "xyz": [[0.184, 1.946, -0.502], [-1.952, 0.536, 0.803], [-0.987, -0.688, 1.781], [2.542, 0.320, 0.088], [-1.619, -0.836, -1.285], [-0.974, -1.033, -0.434], [1.383, -0.012, 0.148], [-0.631, -2.058, -0.332], [-0.042, 0.093, -0.125], [3.544, 0.662, -0.040], [-1.173, -0.220, 0.819], [-0.262, 1.212, -0.946]],
  "forces_ev_per_angstrom": [[-0.2, 0.0, -0.2], [0.1, -0.2, 0.1], [0.1, 0.1, -0.2], [-0.4, -0.2, 0.1], [0.0, -0.1, 0.2], [0.0, -0.1, -0.1], [0.4, 0.4, -0.2], [0.0, 0.2, 0.0], [0.1, -0.2, 0.1], [0.0, -0.3, 0.2], [0.0, 0.1, 0.2], [-0.1, 0.3, 0.0]],
  "total_energy_ev": -7326.4796,
  "homo_lumo_gap_ha": 0.386,
  "smiles": "C#CC1(O)CC1",
  "e_lumo_ev": 0.997
}

No. 6
{
  "formula": "C16H13FeNO7",
  "method": "ωB97M-V/def2-TZVPD",
  "symbols": ["H", "C", "H", "C", "H", "C", "H", "O", "C", "C", "C", "H", "O", "C", "O", "C", "N", "O", "O", "H", "C", "C", "C", "H", "C", "O", "H", "H", "O", "C", "H", "C", "C", "Fe", "H", "H", "C", "H"],
  "xyz": [[-2.058, -2.168, -2.799], [-1.773, -3.056, -2.233], [-2.506, 2.243, 0.128], [2.362, 1.210, 1.296], [-0.786, -6.266, -0.256], [3.131, 3.207, -0.627], [0.309, 3.237, 3.184], [-1.066, 3.529, 0.959], [1.472, 4.839, 0.333], [-2.408, 3.018, 0.916], [1.572, 0.945, 0.064], [2.235, 0.961, -0.827], [-2.750, -7.474, -0.909], [-0.229, -4.255, -0.718], [-4.130, -6.409, -2.256], [0.671, 2.614, 2.360], [-3.081, -6.469, -1.578], [3.768, 3.259, -1.591], [0.135, -1.952, -1.271], [0.068, 2.168, -0.975], [-2.561, -4.177, -2.285], [-2.224, -5.339, -1.561], [0.591, 2.049, -0.026], [2.371, 1.813, 3.362], [-0.554, -2.987, -1.400], [4.112, 4.494, 2.485], [3.328, 0.701, 1.373], [-3.008, 3.905, 0.679], [1.127, 5.897, 0.008], [3.349, 4.006, 1.755], [1.113, -0.066, -0.010], [0.001, 2.633, 1.119], [1.839, 1.853, 2.415], [2.100, 3.266, 0.775], [-2.690, 2.604, 1.904], [0.679, -4.289, -0.115], [-1.041, -5.357, -0.794], [-3.467, -4.189, -2.884]],
  "forces_ev_per_angstrom": [[0.2, -0.1, 0.2], [0.7, 0.2, 0.6], [-0.1, 0.3, 0.4], [0.6, -0.9, 1.0], [-0.2, 0.1, -0.2], [0.9, -0.4, -2.1], [0.2, -0.4, -0.3], [-0.2, 0.0, 0.0], [-1.5, 2.0, -0.7], [1.1, -0.1, 0.0], [-0.3, -2.0, -0.8], [-0.2, 0.1, 0.4], [0.7, -1.5, 1.1], [-0.2, 0.8, -0.3], [-1.6, 0.2, -1.1], [-1.9, -0.2, 1.1], [1.3, 1.7, 0.0], [0.3, 0.1, -0.1], [0.1, 0.0, -0.2], [0.1, 0.3, 0.1], [-0.3, 0.2, -0.4], [-0.4, -0.3, 0.1], [-2.2, 0.1, 0.3], [0.2, 0.2, -0.2], [-0.8, -1.3, -0.2], [-0.1, 0.0, -0.4], [-0.2, 0.2, 0.2], [-0.1, -0.4, 0.0], [0.3, -0.1, 0.1], [1.7, 0.7, 2.2], [0.0, 0.2, 0.3], [-0.5, -0.7, -1.1], [0.4, -1.5, 0.4], [1.7, 2.4, -0.3], [0.0, 0.1, -0.4], [-0.2, 0.1, -0.1], [0.4, -0.3, 0.3], [0.2, -0.1, 0.2]],
  "multiplicity": 5,
  "total_energy_ev": -67005.2179,
  "charge": -2,
  "homo_lumo_gap_ha": [0.160, 0.177],
  "e_lumo_ev": [4.939, 3.128]
}